{"formula": "C13H37CdN2O7", "method": "the ωB97M-V functional and the def2-TZVPD basis", "species": ["Cd", "C", "O", "H", "H", "H", "C", "O", "C", "C", "N", "C", "C", "O", "C", "H", "H", "H", "H", "H", "H", "H", "H", "H", "H", "H", "H", "H", "H", "H", "C", "O", "C", "C", "N", "C", "C", "O", "C", "H", "H", "H", "H", "H", "H", "H", "H", "H", "H", "H", "H", "H", "H", "H", "O", "H", "H", "O", "H", "H"], "coordinates": [[1.5975, -1.5869, -1.2613], [-1.5667, -1.7276, -0.2838], [-0.2148, -2.0715, -0.3124], [-1.9027, -1.4834, -1.3130], [-2.1514, -2.6182, -0.0239], [-1.8254, -0.8904, 0.3730], [0.4534, -2.8934, -4.1437], [1.2370, -3.0099, -2.9479], [2.4012, -3.7893, -3.1060], [2.8209, -4.3382, -1.7449], [2.8594, -3.2198, -0.6882], [2.5208, -3.7443, 0.6726], [3.4531, -4.8728, 1.0468], [4.7724, -4.6452, 0.5935], [5.4753, -3.6712, 1.3433], [0.3369, -3.8770, -4.5979], [0.9436, -2.2410, -4.8725], [-0.5057, -2.4755, -3.8614], [3.2035, -3.1923, -3.5658], [2.2424, -4.6378, -3.7779], [3.8100, -4.7842, -1.7738], [2.0808, -5.0762, -1.4358], [3.8787, -3.1603, -0.6016], [1.4931, -4.1175, 0.6107], [2.4638, -2.9098, 1.3675], [3.0982, -5.8133, 0.6305], [3.4443, -5.0081, 2.1365], [6.1002, -4.1393, 2.1113], [4.8040, -2.9506, 1.8164], [6.1747, -3.1616, 0.6764], [-3.2082, 6.8982, 3.0705], [-3.2860, 5.8076, 3.9651], [-2.4717, 4.7094, 3.6021], [-2.8993, 3.9965, 2.3360], [-1.9021, 2.9530, 2.0437], [-2.0378, 2.2744, 0.7299], [-2.5720, 3.0794, -0.4117], [-3.9578, 3.2872, -0.2768], [-4.5081, 4.0665, -1.2993], [-3.5733, 6.6271, 2.0748], [-2.1709, 7.2426, 2.9727], [-3.8359, 7.6836, 3.4770], [-2.5284, 4.0253, 4.4530], [-1.4260, 5.0367, 3.5140], [-2.9294, 4.7165, 1.5203], [-3.9204, 3.6177, 2.4613], [-2.0796, 2.2379, 2.7401], [-2.5500, 1.3194, 0.9141], [-1.0268, 1.8916, 0.5275], [-2.3188, 2.6128, -1.3771], [-2.0443, 4.0508, -0.4494], [-4.5673, 5.1291, -1.0236], [-5.5190, 3.7234, -1.5184], [-3.9270, 4.0220, -2.2296], [2.0527, -0.2313, 0.6036], [1.4079, -0.0089, 1.2842], [2.8101, 0.3452, 0.7491], [0.5677, -0.0518, -2.4867], [1.0949, 0.6163, -2.9405], [-0.1716, 0.4281, -2.0926]], "forces_ev_per_a": [[-1.5, 0.2, 1.1], [0.4, -0.6, -1.2], [0.4, 0.2, 0.6], [-0.2, 0.3, 0.2], [-0.2, 0.2, 0.3], [0.0, 0.0, 0.1], [0.2, 0.1, -0.1], [-0.2, -0.6, -0.9], [1.0, -0.4, 0.0], [-0.8, 0.9, 0.4], [1.7, -1.8, -0.3], [-1.3, 0.0, -0.7], [0.2, -0.2, 0.9], [-0.1, 0.0, -0.3], [0.6, 0.0, 0.2], [-0.2, 0.0, 0.1], [0.0, 0.0, 0.1], [-0.1, 0.0, 0.0], [-0.1, 0.1, 0.1], [-0.2, 0.0, 0.0], [0.0, -0.2, -0.2], [0.0, 0.0, 0.1], [-0.2, 0.8, -0.1], [0.1, 0.0, 0.1], [0.4, 0.1, 0.0], [0.2, 0.0, -0.2], [0.0, 0.0, -0.1], [-0.3, -0.1, 0.1], [0.0, 0.1, 0.0], [-0.2, 0.1, -0.1], [0.1, -0.3, 0.0], [-0.2, -0.2, -0.1], [0.2, 0.3, 0.5], [0.1, 0.2, -0.1], [-0.7, 0.4, -0.2], [0.7, -1.2, 1.4], [0.3, 0.7, -0.1], [0.2, -0.7, 0.1], [-0.2, 0.7, -0.5], [-0.1, 0.1, 0.0], [0.0, 0.1, 0.0], [0.0, 0.1, 0.0], [0.0, 0.0, 0.0], [0.0, -0.1, -0.1], [0.1, -0.1, -0.1], [0.0, 0.0, -0.1], [0.3, 0.0, 0.0], [-0.7, 0.3, -0.6], [0.1, 0.4, -0.6], [-0.3, -0.3, 0.1], [-0.1, -0.1, 0.2], [0.1, -0.1, 0.1], [0.0, -0.1, 0.1], [0.0, -0.2, 0.1], [0.5, 0.3, 0.1], [-0.3, -0.2, -0.1], [0.0, 0.1, 0.1], [0.2, 0.8, -0.6], [-0.1, 0.1, -0.1], [-0.1, -0.2, 0.2]], "de_lowest_kj_mol": 0.0, "e_tot_ha": -1321.0850, "lumo_energy_ev": -3.4581, "homo_ev": -10.795, "total_charge": 1, "fmax_ha_per_bohr": 0.0489, "gap_ev": 7.3}

---

{"formula": "C49H73N5O8", "method": "the ωB97M-V functional and the def2-TZVPD basis", "species": ["N", "C", "C", "C", "C", "C", "H", "H", "H", "H", "H", "N", "C", "C", "C", "C", "C", "H", "H", "H", "H", "H", "N", "C", "C", "C", "C", "C", "H", "H", "H", "H", "H", "N", "C", "C", "C", "C", "C", "H", "H", "H", "H", "H", "N", "C", "C", "C", "C", "C", "H", "H", "H", "H", "H", "C", "C", "O", "C", "H", "H", "H", "H", "H", "H", "C", "C", "O", "C", "H", "H", "H", "H", "H", "H", "C", "C", "O", "C", "H", "H", "H", "H", "H", "H", "C", "C", "O", "C", "H", "H", "H", "H", "H", "H", "C", "C", "O", "C", "H", "H", "H", "H", "H", "H", "C", "C", "O", "C", "H", "H", "H", "H", "H", "H", "C", "C", "O", "C", "H", "H", "H", "H", "H", "H", "C", "C", "O", "C", "H", "H", "H", "H", "H", "H"], "coordinates": [[1.4269, 3.5973, 3.0247], [1.9604, 4.5497, 3.8662], [1.8329, 4.4880, 5.2532], [1.1924, 3.4111, 5.8542], [0.5602, 2.4374, 4.9734], [0.7276, 2.5535, 3.6275], [2.5313, 5.3372, 3.3967], [2.3342, 5.2039, 5.8877], [1.2385, 3.2067, 6.9137], [0.0634, 1.5453, 5.3253], [0.3339, 1.7679, 2.9996], [-2.5119, 6.0355, -3.3015], [-2.2577, 6.0885, -4.6085], [-1.3043, 5.3345, -5.2517], [-0.5556, 4.4280, -4.4967], [-0.8541, 4.2507, -3.2119], [-1.8244, 5.0835, -2.6210], [-2.7456, 6.8582, -5.1881], [-1.2631, 5.3842, -6.3298], [0.1567, 3.7862, -4.9938], [-0.3315, 3.5229, -2.6090], [-1.9659, 5.0790, -1.5503], [-6.1188, -2.0629, -0.1316], [-5.8510, -1.7380, -1.3983], [-4.5769, -1.2398, -1.7745], [-3.6270, -0.9420, -0.8226], [-3.9175, -1.2602, 0.4928], [-5.1516, -1.8017, 0.8232], [-6.5333, -1.9067, -2.2183], [-4.3546, -1.0609, -2.8162], [-2.6844, -0.4956, -1.1029], [-3.0931, -1.1894, 1.1870], [-5.3468, -2.0436, 1.8575], [2.1960, -5.1369, -5.7000], [0.9216, -5.5999, -5.3362], [0.3554, -5.3107, -4.0828], [1.0515, -4.5199, -3.2131], [2.2448, -3.9445, -3.6123], [2.8559, -4.2887, -4.8027], [0.3626, -6.1926, -6.0452], [-0.6249, -5.6561, -3.7893], [0.6452, -4.2689, -2.2445], [2.8231, -3.3625, -2.9099], [3.8318, -3.9357, -5.1018], [-0.3906, 0.0273, 1.0089], [0.0143, -1.2420, 0.7367], [0.3654, -1.7015, -0.5252], [0.4152, -0.7175, -1.5527], [0.1037, 0.5785, -1.3261], [-0.3458, 0.8989, -0.0302], [0.0086, -1.9938, 1.5120], [0.7481, -2.6925, -0.7196], [0.7725, -0.9552, -2.5438], [0.2423, 1.3552, -2.0635], [-0.5569, 1.9461, 0.1284], [-5.4196, 2.7742, 3.1807], [-3.9522, 2.4827, 3.5061], [-3.4008, 2.9518, 4.4730], [-3.3080, 1.4571, 2.6354], [-5.9768, 1.8402, 3.1072], [-5.5065, 3.2411, 2.1996], [-5.8676, 3.4573, 3.9024], [-2.8591, 1.9364, 1.7654], [-4.0643, 0.7740, 2.2488], [-2.5495, 0.8724, 3.1558], [-1.5259, 4.4264, 1.2472], [-1.1634, 5.5721, 2.1370], [-0.5301, 6.5761, 1.7044], [-1.8390, 5.5370, 3.5266], [-2.6158, 4.4368, 1.2378], [-1.2072, 3.5191, 1.7603], [-1.0473, 4.6135, 0.2859], [-2.8115, 5.0543, 3.4300], [-2.1065, 6.4876, 3.9880], [-1.2195, 4.9745, 4.2252], [3.5192, 1.3005, -5.8951], [3.4456, -0.1070, -5.4383], [3.6283, -1.0447, -6.2687], [3.1260, -0.3750, -4.0022], [3.4113, 2.0241, -5.0871], [2.7904, 1.5489, -6.6666], [4.5087, 1.4949, -6.3090], [3.7279, 0.2316, -3.3256], [3.4072, -1.4065, -3.7898], [2.0595, -0.1578, -3.9433], [3.9669, -0.2320, -0.2370], [5.2601, -0.7554, -0.7037], [5.3667, -1.3987, -1.7192], [6.4869, -0.4675, 0.0866], [3.2051, -0.9865, -0.4335], [3.8108, 0.6476, -0.8615], [4.0001, 0.0993, 0.8009], [6.3874, -0.3793, 1.1685], [7.0052, 0.3274, -0.4497], [7.0753, -1.3696, -0.0808], [-1.9002, -3.4451, 5.2069], [-0.8772, -2.6135, 4.4226], [0.0263, -3.0911, 3.7127], [-1.0475, -1.1323, 4.4463], [-2.1427, -2.9897, 6.1671], [-1.3844, -4.3718, 5.4584], [-2.7596, -3.5908, 4.5525], [-0.8322, -0.7450, 5.4422], [-2.0826, -0.9730, 4.1440], [-0.3494, -0.6394, 3.7697], [0.8152, -7.1676, 1.0567], [1.3781, -5.7878, 0.8665], [1.3340, -5.2033, -0.2092], [2.0098, -5.2183, 2.1141], [1.3305, -7.7873, 1.7904], [0.9911, -7.5983, 0.0709], [-0.2610, -7.2019, 1.2263], [1.1780, -5.1140, 2.8107], [2.4743, -4.2369, 2.0183], [2.7345, -5.8673, 2.6057], [4.2576, 3.1966, -0.5399], [2.9029, 3.3965, -1.1152], [2.5254, 2.6798, -2.0358], [2.0618, 4.5084, -0.6131], [4.6496, 4.1772, -0.2701], [4.9275, 2.8193, -1.3126], [4.3316, 2.5721, 0.3503], [1.8643, 4.4309, 0.4561], [1.1302, 4.4710, -1.1777], [2.6108, 5.4500, -0.6270], [-2.8321, -4.4825, -1.6659], [-2.7232, -5.2035, -0.2824], [-3.3879, -6.2360, -0.1453], [-1.9543, -4.5277, 0.7523], [-3.1699, -5.2561, -2.3555], [-1.8466, -4.0978, -1.9281], [-3.5058, -3.6304, -1.5762], [-0.9178, -4.8641, 0.7766], [-2.3765, -4.6309, 1.7519], [-1.9297, -3.4726, 0.4797]], "forces_ev_per_a": [[-0.4, -0.4, -0.8], [-0.5, -0.6, 1.2], [0.8, 0.2, -1.2], [-1.2, -1.4, 0.1], [0.9, 0.5, 0.1], [0.6, 1.1, 0.3], [0.0, 0.2, -0.1], [0.1, 0.3, -0.1], [-0.1, 0.2, 0.1], [-0.2, 0.0, 0.4], [-0.1, 0.0, -0.5], [0.7, -1.2, 0.7], [0.3, 0.5, 0.0], [-0.1, -0.5, 0.1], [-0.1, -0.1, -3.0], [-0.9, 0.4, 2.7], [0.0, 0.9, -0.7], [-0.5, 0.0, 0.1], [0.4, 0.1, 0.0], [0.3, 0.0, 0.0], [0.1, 0.0, 0.1], [-0.3, -0.2, 0.0], [0.5, 0.7, 0.9], [2.2, 0.1, 0.6], [-0.8, 0.3, -0.1], [-0.5, -0.3, -0.3], [0.2, -0.4, 0.1], [-0.4, -0.1, -2.0], [-0.6, -0.3, 0.4], [-0.1, 0.1, -0.1], [0.2, -0.1, 0.0], [-0.2, 0.3, 0.5], [-0.4, -0.2, 0.0], [-1.4, 0.4, 1.6], [2.5, 1.6, 0.6], [0.0, -0.4, -1.1], [0.1, 1.0, 0.1], [1.1, -0.3, 0.6], [-2.5, -2.1, -1.6], [0.3, -0.1, -0.3], [-0.1, -0.3, -0.2], [0.0, -0.1, 0.0], [-0.1, 0.3, 0.1], [0.0, 0.1, -0.1], [0.2, 0.0, -1.4], [-0.6, 0.0, -0.6], [0.3, 2.0, -0.8], [0.6, -1.9, -0.2], [-0.7, 0.6, 1.5], [0.7, -0.6, 0.2], [0.0, 0.3, 0.6], [-0.2, -0.2, 0.2], [0.0, -0.5, 0.0], [-0.1, 0.0, -0.1], [-0.3, 0.0, 0.6], [0.3, 0.4, -0.1], [-0.7, -0.3, 0.8], [-0.2, 0.1, -0.2], [0.0, -0.5, -0.4], [0.0, 0.0, 0.2], [0.1, 0.0, -0.2], [0.1, -0.2, 0.1], [0.1, 0.0, 0.0], [0.0, 0.0, 0.0], [0.1, 0.4, 0.0], [0.4, 0.4, 0.6], [0.8, 3.8, -0.1], [-1.7, -3.0, 1.3], [0.0, 0.0, -0.6], [-0.1, -0.1, -0.5], [0.2, -0.2, -0.2], [-0.2, -0.4, 0.0], [0.2, -0.4, 0.0], [0.7, 0.4, -0.4], [0.0, -0.2, 0.0], [0.3, 1.2, 0.0], [0.7, -3.0, -2.5], [-0.5, 2.6, 2.4], [0.8, -0.5, -0.5], [-0.2, -0.1, 0.2], [0.0, -0.3, -0.1], [0.0, -0.2, -0.2], [-0.4, 0.4, -0.1], [-0.6, 0.0, 0.0], [0.0, 0.0, 0.6], [-0.3, 0.2, 0.1], [0.2, -0.3, 0.4], [-0.2, -0.3, -0.7], [0.9, -1.0, -0.1], [-0.2, 0.3, 0.1], [-0.5, 0.1, 0.0], [-0.2, -0.2, 0.0], [-0.2, 0.7, -0.2], [0.1, 0.3, 0.5], [0.4, 0.1, 0.0], [1.6, 0.0, -0.1], [1.6, -0.2, -1.4], [-1.9, 0.0, 1.6], [0.2, -0.1, 0.0], [-0.4, 0.3, -0.3], [-0.4, -0.3, -0.3], [-0.1, -0.1, 0.3], [-0.5, 0.1, 0.1], [-0.1, 0.5, 0.3], [-0.2, -0.1, -0.1], [0.1, -0.5, -1.2], [0.9, 0.7, 0.2], [-0.2, -0.6, 1.2], [-0.1, 0.6, 0.1], [0.0, 0.3, 0.2], [-0.3, -0.5, 0.0], [0.0, 0.2, 0.1], [-0.1, 0.1, 0.3], [-0.2, 0.0, -0.4], [-0.1, -0.4, -0.3], [1.1, 0.7, 0.0], [-0.4, -0.7, -0.6], [0.0, 0.2, 0.3], [-0.2, -0.1, 0.4], [0.1, 0.0, 0.3], [-0.1, -0.3, 0.0], [-0.4, 0.0, 0.0], [-0.2, -0.6, 0.4], [0.1, 0.6, 0.1], [-0.1, 0.2, -0.6], [0.8, -1.0, 1.3], [-2.6, -1.5, -2.1], [1.4, 1.4, 0.4], [0.6, 0.9, 0.9], [-0.1, 0.4, -0.2], [0.0, 0.1, -0.2], [-0.1, -0.2, -0.1], [-0.1, 0.0, -0.1], [-0.1, -0.2, -0.1], [0.2, 0.1, 0.2]], "e_tot_ha": -2786.4868, "lumo_energy_ev": [1.9065, 1.9035], "homo_ev": [-0.488, -4.876], "total_charge": -1, "fmax_ha_per_bohr": 0.0769, "gap_ev": [2.4, 6.8], "multiplicity": 2}

---

{"formula": "C18H20BN3O2Y", "method": "the ωB97M-V functional and the def2-TZVPD basis", "species": ["Y", "C", "C", "O", "C", "C", "C", "N", "N", "C", "O", "C", "C", "C", "C", "C", "C", "H", "H", "H", "H", "H", "H", "H", "H", "H", "H", "H", "H", "C", "C", "C", "C", "C", "H", "H", "H", "H", "H", "B", "C", "N", "H", "H", "H"], "coordinates": [[-0.1235, -0.0890, 0.0808], [-2.8707, 2.7169, 2.2345], [-1.9161, 2.3585, 1.1303], [-1.0983, 1.4070, 1.3919], [-1.9531, 3.0351, -0.0692], [-1.1153, 2.7997, -1.2138], [-1.1327, 3.8684, -2.2733], [-0.3713, 1.7396, -1.3586], [0.3690, 1.7129, -2.5635], [1.0914, 0.6385, -2.6187], [1.1745, -0.2886, -1.7181], [1.9181, 0.4343, -3.8544], [1.7477, 1.2161, -4.9937], [2.5300, 0.9947, -6.1156], [3.4949, -0.0063, -6.1131], [3.6686, -0.7868, -4.9794], [2.8812, -0.5698, -3.8563], [-2.3158, 2.9536, 3.1441], [-3.4862, 1.8428, 2.4594], [-3.5165, 3.5535, 1.9723], [-2.6312, 3.8732, -0.1520], [-1.7242, 4.7170, -1.9368], [-1.5527, 3.4769, -3.2026], [-0.1241, 4.1903, -2.5264], [0.9960, 1.9944, -4.9821], [2.3885, 1.6043, -7.0004], [4.1060, -0.1769, -6.9912], [4.4188, -1.5683, -4.9667], [2.9943, -1.1701, -2.9641], [-2.5301, -1.2622, 0.9211], [-1.5105, -2.2344, 0.9582], [-1.0896, -2.4684, -0.3724], [-1.8483, -1.6413, -1.2229], [-2.7399, -0.8913, -0.4209], [-3.0192, -0.8327, 1.7822], [-1.0988, -2.6945, 1.8444], [-0.2981, -3.1352, -0.6833], [-1.7300, -1.5598, -2.2933], [-3.4313, -0.1403, -0.7740], [3.7785, -0.1621, 3.3031], [2.5501, -0.2558, 2.2729], [1.6612, -0.3199, 1.5347], [3.8730, -1.2608, 3.8152], [3.4946, 0.6923, 4.1166], [4.7655, 0.1255, 2.6590]], "forces_ev_per_a": [[-0.7, -0.3, 0.3], [0.0, 0.0, 0.1], [0.2, -0.1, -0.3], [0.1, 0.0, 0.0], [0.0, 0.0, -0.1], [-0.1, 0.2, 0.2], [-0.1, 0.0, -0.2], [0.0, 0.3, -0.4], [-0.2, -0.1, 0.3], [0.3, -0.3, -0.4], [-0.2, 0.3, 0.2], [0.0, 0.0, 0.1], [0.0, 0.0, 0.0], [0.0, 0.0, 0.0], [0.0, 0.0, 0.0], [0.0, 0.0, 0.0], [0.0, 0.0, -0.1], [0.0, 0.0, 0.0], [0.0, 0.0, 0.0], [0.0, 0.0, 0.0], [0.0, 0.0, 0.0], [0.0, 0.0, 0.0], [0.0, 0.0, 0.0], [0.0, 0.0, 0.1], [0.0, 0.0, 0.0], [0.0, 0.0, 0.0], [0.0, 0.0, 0.0], [0.0, 0.0, 0.0], [0.0, 0.0, 0.0], [0.2, 0.1, 0.0], [0.1, 0.1, 0.0], [0.1, -0.2, 0.0], [0.0, 0.1, -0.1], [0.3, 0.0, -0.1], [0.0, 0.0, 0.0], [0.0, 0.0, 0.0], [0.0, -0.1, 0.0], [0.0, 0.0, 0.0], [0.0, 0.0, 0.0], [-0.3, -0.1, -0.3], [0.4, 0.1, 0.3], [0.2, -0.1, 0.2], [0.0, 0.0, 0.0], [0.0, 0.0, 0.0], [0.0, 0.0, 0.0]], "e_tot_ha": -1076.0733, "lumo_energy_ev": 2.8127, "homo_ev": -4.915, "total_charge": -1, "fmax_ha_per_bohr": 0.0154, "gap_ev": 7.7}

---

{"formula": "C3H6OS2", "method": "the ωB97M-V functional and the def2-TZVPD basis", "species": ["C", "C", "C", "H", "H", "H", "H", "H", "H", "O", "S", "S"], "coordinates": [[-1.8123, 0.9180, -0.1171], [-0.3073, -1.0336, -0.0889], [2.2979, -0.0386, 0.1358], [-1.6001, 1.8554, -0.7552], [-2.1331, 0.8526, 1.0457], [-2.8592, 0.2757, -0.6677], [1.7599, 0.2164, 1.1930], [3.2919, -0.0978, 0.3780], [2.0502, 0.7565, -0.5687], [-0.5666, 0.2084, -0.2606], [-1.4116, -2.2840, 0.0225], [1.2904, -1.6290, -0.3169]], "forces_ev_per_a": [[-3.4, -2.3, -0.3], [-1.7, -2.9, -0.5], [-5.4, 0.2, 2.2], [-0.7, -1.2, 1.9], [1.0, 1.0, -2.8], [3.6, 1.8, 1.4], [1.3, -0.2, -2.5], [2.5, -0.9, 0.0], [0.2, -0.2, 0.1], [0.5, 2.1, -0.1], [0.1, 0.9, 0.3], [2.0, 1.7, 0.5]], "de_lowest_kj_mol": 275.8, "e_tot_ha": -989.4235, "lumo_energy_ev": 0.3539, "homo_ev": -8.450, "fmax_ha_per_bohr": 0.1124, "gap_ev": 8.8}